Formula: C58H144N14O28
Source: the Open Molecules 2025 dataset
Level of theory: ωB97M-V with the def2-TZVPD basis set

Results
- Charge: +2
- E_tot: -140626.0076 eV
- Highest occupied orbital energy: -9.751 eV
- LUMO level: -4.07 eV

Each atom is followed by the atoms it is bonded to, with distances in Å.
Positions of all 244 atoms, in Å:
1 C 2.90297 -3.74019 -0.81228  O2 1.416, H12 1.090, H13 1.090, H14 1.090
2 O 2.03854 -3.35111 -1.86470  C1 1.416, C3 1.407
3 C 2.53502 -2.18961 -2.48452  O2 1.407, C4 1.553, H15 1.090, H16 1.090
4 C 1.29536 -1.48492 -3.10044  C3 1.553, N5 1.496, H17 1.090, H18 1.090
5 N 0.15216 -1.44481 -2.13696  C4 1.496, H6 1.010, H7 1.010, C8 1.475
6 H 0.03757 -2.40700 -1.85204  N5 1.010
7 H 0.33655 -0.96557 -1.26724  N5 1.010
8 C -1.15692 -1.01201 -2.65980  N5 1.475, C9 1.485, H19 1.090, H20 1.090
9 C -2.16819 -0.93599 -1.57565  C8 1.485, O10 1.434, H21 1.090, H22 1.090
10 O -2.30730 -2.25102 -1.02010  C9 1.434, C11 1.434
11 C -3.06644 -2.25991 0.19637  O10 1.434, H23 1.090, H24 1.090, H25 1.090
12 H 2.57664 -3.32244 0.14013  C1 1.090
13 H 3.92131 -3.41765 -1.02919  C1 1.090
14 H 2.89162 -4.82420 -0.69872  C1 1.090
15 H 3.28253 -2.49320 -3.21742  C3 1.090
16 H 2.99553 -1.50757 -1.76979  C3 1.090
17 H 0.86757 -1.97602 -3.97448  C4 1.090
18 H 1.54140 -0.44522 -3.31627  C4 1.090
19 H -1.57450 -1.85421 -3.21155  C8 1.090
20 H -1.05967 -0.04777 -3.15866  C8 1.090
21 H -3.08171 -0.55206 -2.02970  C9 1.090
22 H -1.90654 -0.26919 -0.75407  C9 1.090
23 H -4.08929 -1.94359 -0.00813  C11 1.090
24 H -2.55747 -1.67140 0.95972  C11 1.090
25 H -3.17525 -3.27276 0.58418  C11 1.090
26 C -6.40870 -0.00954 -0.33732  O27 1.384, H37 1.090, H38 1.090, H39 1.090
27 O -6.31715 1.32083 -0.70931  C26 1.384, C28 1.457
28 C -5.42310 2.07627 0.15910  O27 1.457, C29 1.508, H40 1.090, H41 1.090
29 C -5.20139 3.42072 -0.48722  C28 1.508, N30 1.576, H42 1.090, H43 1.090
30 N -6.58499 4.03968 -0.91921  C29 1.576, H31 1.010, H32 1.010, C33 1.526
31 H -6.39002 4.74077 -1.61961  N30 1.010
32 H -7.14921 3.29753 -1.30776  N30 1.010
33 C -7.38049 4.68393 0.21267  N30 1.526, C34 1.560, H44 1.090, H45 1.090
34 C -8.51091 5.52416 -0.45788  C33 1.560, O35 1.404, H46 1.090, H47 1.090
35 O -9.40153 4.67934 -1.13863  C34 1.404, C36 1.427
36 C -10.65687 5.31392 -1.38052  O35 1.427, H48 1.090, H49 1.090, H50 1.090
37 H -5.42639 -0.47356 -0.42589  C26 1.090
38 H -7.00175 -0.56964 -1.06029  C26 1.090
39 H -6.80690 -0.15447 0.66694  C26 1.090
40 H -4.42945 1.63018 0.11715  C28 1.090
41 H -5.88290 2.14532 1.14496  C28 1.090
42 H -4.73991 3.21499 -1.45304  C29 1.090
43 H -4.60850 4.15229 0.06176  C29 1.090
44 H -6.74811 5.21609 0.92331  C33 1.090
45 H -7.77823 3.77915 0.67232  C33 1.090
46 H -8.04502 6.30729 -1.05601  C34 1.090
47 H -8.97403 6.11355 0.33348  C34 1.090
48 H -11.08805 5.79825 -0.50440  C36 1.090
49 H -11.31146 4.50453 -1.70378  C36 1.090
50 H -10.56340 5.99021 -2.23024  C36 1.090
51 C 10.63233 -6.73338 -3.81937  O52 1.421, H62 1.090, H63 1.090, H64 1.090
52 O 9.55472 -5.81499 -3.94105  C51 1.421, C53 1.435
53 C 9.72788 -4.63265 -3.14738  O52 1.435, C54 1.582, H65 1.090, H66 1.090
54 C 8.39476 -3.78241 -3.08357  C53 1.582, N55 1.514, H67 1.090, H68 1.090
55 N 7.19883 -4.69806 -2.92759  C54 1.514, H56 1.010, H57 1.010, C58 1.537
56 H 7.56146 -5.54593 -3.33956  N55 1.010
57 H 7.06569 -4.99629 -1.97185  N55 1.010
58 C 5.92493 -4.16618 -3.60316  N55 1.537, C59 1.527, H69 1.090, H70 1.090
59 C 4.82732 -5.21747 -3.45427  C58 1.527, O60 1.449, H71 1.090, H72 1.090
60 O 5.31355 -6.41726 -4.10620  C59 1.449, C61 1.448
61 C 4.47573 -7.58907 -3.96277  O60 1.448, H73 1.090, H74 1.090, H75 1.090
62 H 10.49218 -7.55534 -4.52140  C51 1.090
63 H 10.68318 -7.10414 -2.79563  C51 1.090
64 H 11.50138 -6.08788 -3.94657  C51 1.090
65 H 10.57879 -3.99962 -3.39902  C53 1.090
66 H 10.05466 -4.97168 -2.16435  C53 1.090
67 H 8.38885 -3.23507 -4.02617  C54 1.090
68 H 8.36650 -3.07138 -2.25789  C54 1.090
69 H 6.24808 -3.89578 -4.60843  C58 1.090
70 H 5.78968 -3.22759 -3.06571  C58 1.090
71 H 3.90325 -4.83866 -3.89097  C59 1.090
72 H 4.77337 -5.48593 -2.39923  C59 1.090
73 H 3.87124 -7.46632 -3.06410  C61 1.090
74 H 5.08318 -8.46693 -3.74259  C61 1.090
75 H 3.74825 -7.66376 -4.77103  C61 1.090
76 C -0.63607 -5.10124 0.83883  O77 1.446, H87 1.090, H88 1.090, H89 1.090
77 O -1.21617 -6.22704 1.53660  C76 1.446, C78 1.443
78 C -2.50897 -5.96514 2.12168  O77 1.443, C79 1.525, H90 1.090, H91 1.090
79 C -2.34785 -5.32632 3.49693  C78 1.525, N80 1.521, H92 1.090, H93 1.090
80 N -1.82089 -6.36245 4.47814  C79 1.521, H81 1.010, H82 1.010, C83 1.533
81 H -1.97446 -6.12013 5.44653  N80 1.010
82 H -2.33192 -7.23343 4.46020  N80 1.010
83 C -0.33038 -6.71502 4.54159  N80 1.533, C84 1.584, H94 1.090, H95 1.090
84 C -0.03363 -8.04985 5.34152  C83 1.584, O85 1.445, H96 1.090, H97 1.090
85 O -1.00699 -8.95799 4.78032  C84 1.445, C86 1.426
86 C -1.38292 -10.04563 5.62220  O85 1.426, H98 1.090, H99 1.090, H100 1.090
87 H -1.21144 -4.59421 0.06424  C76 1.090
88 H 0.29302 -5.42253 0.36805  C76 1.090
89 H -0.25505 -4.39661 1.57803  C76 1.090
90 H -2.97492 -6.94995 2.15550  C78 1.090
91 H -3.03712 -5.30554 1.43315  C78 1.090
92 H -3.21618 -4.99827 4.06832  C79 1.090
93 H -1.71254 -4.44061 3.49916  C79 1.090
94 H 0.09188 -5.88892 5.11373  C83 1.090
95 H -0.04847 -6.78118 3.49075  C83 1.090
96 H -0.24760 -7.75534 6.36894  C84 1.090
97 H 1.03596 -8.24504 5.26426  C84 1.090
98 H -2.25214 -9.82006 6.23999  C86 1.090
99 H -0.53565 -10.36532 6.22887  C86 1.090
100 H -1.59375 -10.85090 4.91851  C86 1.090
101 C 1.99408 1.50200 5.74575  C102 1.518, H111 1.090, H112 1.090, H113 1.090
102 C 2.19825 0.02977 5.43508  C101 1.518, N103 1.526, H114 1.090, H115 1.090
103 N 0.98179 -0.81180 5.80993  C102 1.526, C104 1.517, C105 1.592, C107 1.536
104 C 0.98264 -0.97909 7.31731  N103 1.517, H116 1.090, H117 1.090, H118 1.090
105 C -0.41111 -0.16325 5.39492  N103 1.592, C106 1.564, H119 1.090, H120 1.090
106 C -1.66528 -1.04607 5.70040  C105 1.564, H121 1.090, H122 1.090, H123 1.090
107 C 1.21103 -2.16782 5.12504  N103 1.536, C108 1.551, H124 1.090, H125 1.090
108 C 2.55878 -2.87363 5.42561  C107 1.551, O109 1.443, H126 1.090, H127 1.090
109 O 2.56191 -4.22484 4.91782  C108 1.443, C110 1.443
110 C 2.85421 -4.30215 3.50714  O109 1.443, H128 1.090, H129 1.090, H130 1.090
111 H 1.18346 1.88852 5.12801  C101 1.090
112 H 2.89534 2.04487 5.46089  C101 1.090
113 H 1.78635 1.55273 6.81457  C101 1.090
114 H 3.10047 -0.44565 5.81986  C102 1.090
115 H 2.12245 -0.04195 4.35008  C102 1.090
116 H 0.80133 -0.05434 7.86509  C104 1.090
117 H 1.85705 -1.51957 7.67978  C104 1.090
118 H 0.14976 -1.64365 7.54705  C104 1.090
119 H -0.31017 0.02356 4.32580  C105 1.090
120 H -0.48150 0.79990 5.90035  C105 1.090
121 H -2.56141 -0.51728 5.37570  C106 1.090
122 H -1.82770 -1.23017 6.76239  C106 1.090
123 H -1.62663 -1.92653 5.05899  C106 1.090
124 H 1.20441 -1.91291 4.06529  C107 1.090
125 H 0.30051 -2.72189 5.35320  C107 1.090
126 H 2.78209 -2.98786 6.48636  C108 1.090
127 H 3.44131 -2.38363 5.01434  C108 1.090
128 H 2.16863 -3.76131 2.85477  C110 1.090
129 H 2.97685 -5.29759 3.08036  C110 1.090
130 H 3.81496 -3.85843 3.24610  C110 1.090
131 C 3.07969 4.91310 -2.74506  C132 1.596, H141 1.090, H142 1.090, H143 1.090
132 C 4.27094 3.94299 -2.31369  C131 1.596, N133 1.514, H144 1.090, H145 1.090
133 N 3.92314 2.89723 -1.27555  C132 1.514, C134 1.538, C135 1.569, C137 1.604
134 C 2.79888 2.00355 -1.82488  N133 1.538, H146 1.090, H147 1.090, H148 1.090
135 C 5.14659 1.96133 -0.97854  N133 1.569, C136 1.532, H149 1.090, H150 1.090
136 C 4.88800 0.68194 -0.17629  C135 1.532, H151 1.090, H152 1.090, H153 1.090
137 C 3.34253 3.54336 0.07344  N133 1.604, C138 1.555, H154 1.090, H155 1.090
138 C 4.15343 4.79915 0.50165  C137 1.555, O139 1.397, H156 1.090, H157 1.090
139 O 5.51523 4.49961 0.58821  C138 1.397, C140 1.406
140 C 6.35809 5.56895 0.93839  O139 1.406, H158 1.090, H159 1.090, H160 1.090
141 H 2.64351 5.45433 -1.90547  C131 1.090
142 H 2.26970 4.41187 -3.27495  C131 1.090
143 H 3.51799 5.72383 -3.32706  C131 1.090
144 H 5.18162 4.42172 -1.95370  C132 1.090
145 H 4.63253 3.28401 -3.10307  C132 1.090
146 H 2.04611 2.67225 -2.24237  C134 1.090
147 H 2.42129 1.27966 -1.10273  C134 1.090
148 H 3.19485 1.47580 -2.69252  C134 1.090
149 H 5.88894 2.56974 -0.46198  C135 1.090
150 H 5.67195 1.69175 -1.89474  C135 1.090
151 H 4.12730 0.05813 -0.64562  C136 1.090
152 H 4.45526 0.95758 0.78541  C136 1.090
153 H 5.83721 0.14705 -0.14487  C136 1.090
154 H 3.35686 2.74464 0.81501  C137 1.090
155 H 2.34947 3.86874 -0.23650  C137 1.090
156 H 3.74784 5.19139 1.43424  C138 1.090
157 H 4.03990 5.63833 -0.18464  C138 1.090
158 H 6.03771 6.42399 0.34311  C140 1.090
159 H 7.42625 5.45034 0.75659  C140 1.090
160 H 6.24782 5.87703 1.97811  C140 1.090
161 C -4.77674 -0.37897 -4.75141  C162 1.553, H171 1.090, H172 1.090, H173 1.090
162 C -5.54404 0.96309 -4.60517  C161 1.553, C163 1.627, H174 1.090, H175 1.090
163 C -4.79449 2.29455 -5.16369  C162 1.627, C164 1.541, H176 1.090, H177 1.090
164 C -3.34480 2.44659 -4.66453  C163 1.541, N165 1.583, H178 1.090, H179 1.090
165 N -2.51612 3.68320 -5.20371  C164 1.583, C166 1.565, C169 1.555, C170 1.578
166 C -0.99492 3.59788 -4.84644  N165 1.565, C167 1.556, H180 1.090, H181 1.090
167 C -0.17599 3.77890 -6.15674  C166 1.556, C168 1.545, H182 1.090, H183 1.090
168 C -1.15441 4.27044 -7.24724  C167 1.545, C169 1.578, H184 1.090, H185 1.090
169 C -2.46706 3.54877 -6.75213  N165 1.555, C168 1.578, H186 1.090, H187 1.090
170 C -3.25504 5.02908 -4.84068  N165 1.578, H188 1.090, H189 1.090, H190 1.090
171 H -5.32092 -1.20259 -4.28923  C161 1.090
172 H -3.72522 -0.37047 -4.46446  C161 1.090
173 H -4.70669 -0.66498 -5.80088  C161 1.090
174 H -5.74707 1.17238 -3.55490  C162 1.090
175 H -6.51994 0.77625 -5.05331  C162 1.090
176 H -5.37785 3.16423 -4.86126  C163 1.090
177 H -4.89168 2.34589 -6.24813  C163 1.090
178 H -2.73208 1.63137 -5.04933  C164 1.090
179 H -3.28787 2.43416 -3.57609  C164 1.090
180 H -0.76358 4.28789 -4.03499  C166 1.090
181 H -0.84756 2.56477 -4.53170  C166 1.090
182 H 0.55933 4.53884 -5.89234  C167 1.090
183 H 0.29094 2.87168 -6.54019  C167 1.090
184 H -1.21034 5.35437 -7.34756  C168 1.090
185 H -0.78716 3.81083 -8.16484  C168 1.090
186 H -3.42052 3.87210 -7.16981  C169 1.090
187 H -2.39830 2.48744 -6.99085  C169 1.090
188 H -4.06325 5.39693 -5.47281  C170 1.090
189 H -2.39300 5.69480 -4.79841  C170 1.090
190 H -3.49521 4.88822 -3.78684  C170 1.090
191 C -5.64219 6.53753 5.39923  C192 1.564, H201 1.090, H202 1.090, H203 1.090
192 C -4.11821 6.19395 5.32679  C191 1.564, C193 1.543, H204 1.090, H205 1.090
193 C -3.80709 5.48369 3.99251  C192 1.543, C194 1.575, H206 1.090, H207 1.090
194 C -2.32889 4.94138 3.99856  C193 1.575, N195 1.542, H208 1.090, H209 1.090
195 N -1.84632 4.25332 2.70569  C194 1.542, C196 1.595, C199 1.531, C200 1.515
196 C -2.58982 2.85315 2.53114  N195 1.595, C197 1.540, H210 1.090, H211 1.090
197 C -1.56077 1.86007 1.95981  C196 1.540, C198 1.511, H212 1.090, H213 1.090
198 C -0.21497 2.54672 1.96856  C197 1.511, C199 1.560, H214 1.090, H215 1.090
199 C -0.35566 3.90512 2.72290  N195 1.531, C198 1.560, H216 1.090, H217 1.090
200 C -2.05694 5.11098 1.47465  N195 1.515, H218 1.090, H219 1.090, H220 1.090
201 H -5.87770 7.15791 6.26396  C191 1.090
202 H -6.27768 5.66429 5.54653  C191 1.090
203 H -5.98578 7.01758 4.48292  C191 1.090
204 H -3.69341 5.67489 6.18598  C192 1.090
205 H -3.67359 7.18647 5.25389  C192 1.090
206 H -3.87685 6.26633 3.23706  C193 1.090
207 H -4.54901 4.73221 3.72245  C193 1.090
208 H -2.18617 4.20098 4.78568  C194 1.090
209 H -1.59274 5.74494 3.97691  C194 1.090
210 H -3.61166 3.01043 2.18591  C196 1.090
211 H -2.75129 2.50577 3.55160  C196 1.090
212 H -1.78275 1.44248 0.97776  C197 1.090
213 H -1.47396 0.97146 2.58505  C197 1.090
214 H 0.08633 2.81369 0.95562  C198 1.090
215 H 0.58139 1.91383 2.36016  C198 1.090
216 H 0.28155 4.67914 2.29517  C199 1.090
217 H -0.22777 3.71607 3.78875  C199 1.090
218 H -1.29649 5.88712 1.56083  C200 1.090
219 H -3.05303 5.54677 1.39725  C200 1.090
220 H -1.89733 4.43249 0.63662  C200 1.090
221 N -1.08928 3.24516 -1.62012  O222 1.240, O223 1.229, O224 1.205
222 O -2.20065 3.79606 -1.61724  N221 1.240
223 O -0.10061 3.89527 -1.28821  N221 1.229
224 O -0.95580 2.08016 -1.89768  N221 1.205
225 N 6.48963 -3.85911 0.75446  O226 1.189, O227 1.216, O228 1.181
226 O 6.26583 -3.93727 1.91948  N225 1.189
227 O 6.96114 -2.83524 0.29959  N225 1.216
228 O 6.28613 -4.72921 -0.01725  N225 1.181
229 N -0.54466 -0.33069 -6.52633  O230 1.243, O231 1.242, O232 1.214
230 O 0.03534 0.14446 -5.53552  N229 1.243
231 O -1.73648 -0.63722 -6.35936  N229 1.242
232 O -0.00304 -0.37614 -7.61204  N229 1.214
233 N 5.79237 -0.05653 -4.16281  O234 1.224, O235 1.207, O236 1.214
234 O 6.18518 -1.11284 -4.64152  N233 1.224
235 O 6.21624 1.03362 -4.45930  N233 1.207
236 O 4.84215 -0.10972 -3.40884  N233 1.214
237 N -4.31359 -1.10527 3.10731  O238 1.225, O239 1.208, O240 1.171
238 O -3.75942 -2.03999 3.67272  N237 1.225
239 O -5.35147 -1.31248 2.52534  N237 1.208
240 O -3.89417 -0.01265 3.13276  N237 1.171
241 N 1.29574 -0.95654 1.15255  O242 1.241, O243 1.247, O244 1.212
242 O 0.96293 -0.23152 0.20177  N241 1.241
243 O 2.35741 -0.84294 1.79596  N241 1.247
244 O 0.57646 -1.89090 1.43068  N241 1.212